(1)
ORCA calculation (ωB97M-V/def2-TZVPD) on 10 unconnected molecules or ions with the total composition C27H58BF19N5O11P at a distorted geometry.

The electronic energy is -120495.612 eV. The calculation puts the maximum force at 5.19 eV Å⁻¹. The value obtained for the HOMO energy is -4.5 eV. The gap between HOMO and LUMO is 0.9 eV.

Structure (ORCA input):
```
! wB97M-V def2-TZVPD RIJCOSX def2/J DEFGRID3
* xyz 0 1
C 22.64 14.38 -21.49
C 22.78 13.50 -22.73
O 23.75 13.43 -23.44
N 21.51 12.72 -23.10
H 20.79 12.88 -22.41
H 20.99 13.04 -23.90
C 21.72 11.23 -23.34
H 22.52 13.70 -20.65
H 21.68 14.90 -21.42
H 23.51 15.04 -21.42
H 20.69 10.87 -23.40
H 22.10 10.89 -22.38
H 22.36 10.88 -24.15
C 26.52 12.83 -12.86
C 27.80 13.16 -13.61
O 28.63 13.93 -13.11
N 27.97 12.35 -14.93
H 27.15 11.80 -15.17
H 28.07 13.11 -15.57
C 29.23 11.37 -14.74
H 25.63 13.06 -13.45
H 26.31 13.34 -11.92
H 26.57 11.75 -12.69
H 30.14 11.95 -14.56
H 29.37 10.77 -15.64
H 29.19 10.68 -13.89
C 10.27 11.93 -16.83
C 9.63 12.90 -17.79
O 9.45 14.07 -17.54
N 9.05 12.33 -19.13
H 9.17 13.02 -19.86
H 9.59 11.52 -19.42
C 7.55 12.09 -18.92
H 9.56 11.14 -16.63
H 10.56 12.39 -15.88
H 11.21 11.75 -17.36
H 7.06 12.81 -18.25
H 7.34 11.15 -18.42
H 7.21 12.22 -19.95
C 15.38 10.52 -24.69
C 14.17 11.35 -25.14
O 13.78 11.42 -26.24
N 13.50 12.23 -24.07
H 12.53 12.49 -24.18
H 13.50 11.62 -23.27
C 14.44 13.37 -23.54
H 15.27 10.09 -23.69
H 16.16 11.28 -24.68
H 15.27 9.65 -25.34
H 15.48 13.22 -23.84
H 14.35 13.36 -22.45
H 13.97 14.19 -24.08
C 18.89 6.43 -18.59
C 18.56 7.83 -18.88
O 18.34 8.19 -19.98
N 18.32 8.82 -17.69
H 18.88 8.69 -16.86
H 18.50 9.78 -17.96
C 16.74 8.61 -17.40
H 19.58 5.95 -19.29
H 18.00 5.89 -18.28
H 19.58 6.31 -17.76
H 16.04 8.93 -18.18
H 16.64 9.17 -16.47
H 16.66 7.56 -17.14
C 19.24 21.77 -12.26
O 20.21 20.77 -12.01
O 19.95 22.96 -12.55
C 18.10 21.22 -13.29
F 18.44 21.07 -14.61
F 17.58 20.05 -13.00
F 17.01 22.02 -13.49
C 19.84 19.83 -11.04
C 20.90 18.67 -11.41
H 21.90 19.02 -11.15
H 20.79 17.71 -10.91
H 21.04 18.52 -12.48
H 18.86 19.37 -10.93
H 20.08 20.06 -10.00
H 18.70 21.98 -11.34
C 18.19 14.36 -17.88
O 18.57 13.71 -16.64
O 18.34 13.40 -18.94
C 16.78 14.95 -17.57
F 15.83 14.06 -17.41
F 16.85 15.63 -16.38
F 16.33 15.86 -18.44
C 19.57 14.35 -15.80
C 19.46 13.55 -14.57
H 19.44 12.50 -14.88
H 20.28 13.77 -13.89
H 18.49 13.80 -14.13
H 19.25 15.37 -15.62
H 20.51 14.20 -16.33
H 18.84 15.24 -17.92
C 11.68 20.74 -10.74
O 12.01 19.46 -11.23
O 11.37 21.47 -11.88
C 10.58 20.70 -9.55
F 11.04 20.09 -8.49
F 10.21 21.87 -9.04
F 9.47 20.22 -9.92
C 12.91 18.65 -10.44
C 13.19 17.35 -11.22
H 12.28 17.23 -11.81
H 14.07 17.38 -11.87
H 13.47 16.54 -10.54
H 12.44 18.47 -9.47
H 13.91 18.98 -10.15
H 12.62 21.10 -10.32
P 24.44 8.77 -16.89
F 23.76 8.86 -18.28
F 24.65 10.39 -16.98
F 23.00 8.82 -16.02
F 25.36 9.02 -15.51
F 24.25 7.13 -16.80
F 25.84 8.77 -17.76
B 26.20 16.61 -17.12
F 27.27 17.20 -16.46
F 26.78 15.57 -17.93
F 25.21 16.10 -16.34
F 25.55 17.60 -17.79
*
```

---

(2)
ORCA calculation (ωB97M-V/def2-TZVPD) on 4 unconnected molecules or ions with the total composition C27H58BO8 at a distorted geometry.

The electronic energy is -45985.279 eV. The calculation puts the maximum force at 9.57 eV Å⁻¹. The value obtained for the HOMO energy is -4.8 eV. The gap between HOMO and LUMO is 6.6 eV.

Structure (ORCA input):
```
! wB97M-V def2-TZVPD RIJCOSX def2/J DEFGRID3
* xyz -1 1
C -2.47 -0.61 1.85
C -3.78 -1.18 1.74
C -5.24 -1.87 1.40
C -5.21 -2.36 -0.16
C -6.59 -2.13 -1.01
B -6.90 -0.53 -1.42
C -7.57 0.32 -0.18
C -8.71 -0.48 0.69
O -8.90 -0.14 1.99
C -5.48 0.28 -1.79
O -4.75 -0.32 -2.91
C -3.46 0.43 -2.96
O -2.49 -0.29 -2.11
C -1.19 0.39 -2.43
C -0.09 -0.25 -1.40
O 0.14 0.76 -0.35
O -7.72 -0.64 -2.63
C -8.26 0.62 -3.12
C -9.85 0.86 -2.66
C -10.17 2.44 -3.03
C -9.55 3.51 -1.94
H -1.58 0.18 1.86
H -6.16 -1.22 1.71
H -5.28 -2.84 2.09
H -5.04 -3.54 -0.13
H -4.23 -1.95 -0.70
H -7.52 -2.67 -0.54
H -6.42 -2.66 -2.07
H -6.67 0.56 0.58
H -8.01 1.36 -0.46
H -9.37 -1.37 0.25
H -5.66 1.41 -2.05
H -4.72 0.30 -0.86
H -3.13 0.52 -4.09
H -3.54 1.53 -2.53
H -1.36 1.56 -2.26
H -0.98 0.16 -3.57
H -0.54 -1.26 -0.95
H 0.86 -0.55 -2.02
H 0.61 0.26 0.40
H -7.70 1.59 -2.79
H -8.28 0.57 -4.31
H -10.59 0.15 -3.26
H -10.02 0.61 -1.52
H -9.67 2.62 -4.10
H -11.32 2.64 -3.15
H -10.02 3.44 -0.87
H -8.38 3.41 -1.79
H -9.71 4.59 -2.42
C 6.26 -1.98 -2.78
C 4.98 -2.08 -3.59
O 3.90 -1.32 -3.05
C 4.12 0.09 -2.95
C 4.40 0.76 -4.28
H 6.08 -2.30 -1.74
H 7.04 -2.62 -3.21
H 6.64 -0.96 -2.74
H 4.65 -3.12 -3.60
H 5.15 -1.81 -4.64
H 4.91 0.30 -2.22
H 3.20 0.52 -2.53
H 5.31 0.38 -4.74
H 4.52 1.84 -4.14
H 3.58 0.58 -4.98
C 8.15 -4.14 1.56
C 9.28 -3.14 1.75
O 9.07 -1.90 1.08
C 7.91 -1.16 1.47
C 7.91 -0.78 2.94
H 7.99 -4.34 0.49
H 8.38 -5.08 2.06
H 7.21 -3.77 1.97
H 10.20 -3.57 1.32
H 9.48 -2.97 2.81
H 7.00 -1.71 1.20
H 7.91 -0.25 0.86
H 7.91 -1.66 3.59
H 7.03 -0.18 3.17
H 8.80 -0.19 3.18
C 4.05 3.16 4.71
C 4.36 2.10 5.76
O 5.50 1.31 5.44
C 6.74 2.01 5.29
C 7.17 2.76 6.54
H 3.89 2.69 3.73
H 3.15 3.71 4.99
H 4.86 3.88 4.60
H 3.51 1.42 5.84
H 4.48 2.56 6.75
H 6.69 2.67 4.43
H 7.50 1.25 5.06
H 6.45 3.53 6.82
H 8.14 3.24 6.38
H 7.25 2.07 7.39
*
```

---

(3)
ORCA calculation (ωB97M-V/def2-TZVPD) on 13 unconnected molecules or ions with the total composition C27H58Cl8N4O23 at a distorted geometry.

The electronic energy is -182155.792 eV. The calculation puts the maximum force at 4.00 eV Å⁻¹. The calculation puts the relative energy (zero: lowest compared OMol25 entry of this formula, charge and spin) at 44.4 kcal per mole. The value obtained for the HOMO energy is -10.6 eV. The gap between HOMO and LUMO is 10.4 eV.

Structure (ORCA input):
```
! wB97M-V def2-TZVPD RIJCOSX def2/J DEFGRID3
* xyz 0 1
Cl 10.84 -22.45 3.11
C 11.01 -23.01 1.48
C 9.80 -23.82 1.03
Cl 8.52 -22.62 0.85
H 11.91 -23.62 1.43
H 11.28 -22.12 0.92
H 9.61 -24.49 1.87
H 10.01 -24.48 0.19
Cl 14.92 -8.92 -1.96
C 15.32 -7.18 -2.06
C 14.90 -6.54 -0.71
Cl 14.99 -4.75 -0.79
H 14.69 -6.79 -2.86
H 16.39 -7.05 -2.24
H 15.64 -6.82 0.04
H 13.94 -6.86 -0.31
Cl 18.92 -23.84 -2.18
C 19.46 -22.14 -1.85
C 18.99 -21.77 -0.58
Cl 20.12 -22.31 0.62
H 19.01 -21.45 -2.56
H 20.55 -22.11 -1.95
H 17.98 -22.08 -0.34
H 19.16 -20.69 -0.56
Cl 12.87 -21.17 -4.76
C 11.25 -20.59 -5.00
C 10.61 -21.53 -6.05
Cl 10.89 -20.94 -7.72
H 11.30 -19.61 -5.47
H 10.67 -20.51 -4.09
H 9.54 -21.40 -5.86
H 10.85 -22.59 -6.07
C 18.00 -19.48 11.51
N 17.55 -20.23 10.34
O 17.51 -19.68 9.28
O 17.40 -21.41 10.44
H 19.04 -19.18 11.35
H 17.91 -20.09 12.40
H 17.28 -18.66 11.52
C 12.63 -19.18 8.49
N 12.93 -17.85 7.77
O 12.54 -17.76 6.57
O 13.48 -16.97 8.44
H 11.59 -19.48 8.37
H 12.86 -19.14 9.56
H 13.29 -19.91 8.04
C 10.40 -14.53 0.64
N 9.63 -14.76 -0.62
O 8.90 -15.75 -0.57
O 9.85 -14.10 -1.64
H 10.93 -13.59 0.53
H 11.03 -15.41 0.74
H 9.84 -14.60 1.57
C 24.03 -23.32 6.43
N 22.73 -22.67 6.79
O 22.08 -23.24 7.67
O 22.37 -21.55 6.31
H 24.13 -24.32 6.85
H 24.85 -22.74 6.86
H 24.06 -23.32 5.34
C 21.14 -12.82 -0.27
O 21.81 -12.46 0.96
C 22.34 -13.31 1.80
O 22.92 -12.91 2.79
O 22.10 -14.62 1.42
C 22.55 -15.63 2.34
H 20.24 -12.21 -0.18
H 20.91 -13.88 -0.36
H 21.71 -12.59 -1.17
H 22.26 -15.56 3.39
H 23.63 -15.48 2.41
H 22.31 -16.59 1.88
C 13.85 -10.96 4.56
O 12.81 -9.95 4.38
C 12.06 -9.39 5.44
O 11.23 -8.52 5.27
O 12.27 -9.99 6.65
C 11.44 -9.63 7.78
H 14.37 -10.74 5.50
H 14.43 -10.96 3.64
H 13.34 -11.90 4.40
H 11.79 -10.22 8.63
H 10.38 -9.69 7.57
H 11.56 -8.62 8.18
C 17.08 -17.25 2.17
O 17.24 -16.47 0.88
C 16.27 -16.73 -0.06
O 15.40 -17.55 -0.17
O 16.60 -15.86 -1.06
C 15.88 -15.88 -2.28
H 16.51 -16.57 2.80
H 17.98 -17.63 2.65
H 16.49 -18.17 2.15
H 16.26 -16.49 -3.11
H 15.91 -14.87 -2.68
H 14.90 -16.33 -2.14
C 20.47 -6.61 -9.04
O 19.60 -7.74 -9.28
C 18.93 -8.38 -8.32
O 18.85 -7.99 -7.14
O 18.40 -9.52 -8.85
C 17.56 -10.28 -7.96
H 21.35 -7.04 -8.56
H 19.92 -5.85 -8.48
H 20.78 -6.16 -9.99
H 18.19 -11.00 -7.44
H 16.81 -10.89 -8.45
H 17.00 -9.83 -7.14
C 18.53 -11.61 7.26
O 17.68 -11.48 8.43
C 17.56 -10.34 9.12
O 18.04 -9.28 8.71
O 16.73 -10.43 10.14
C 15.97 -11.55 10.39
H 18.29 -12.50 6.67
H 19.58 -11.67 7.56
H 18.42 -10.77 6.58
H 15.42 -11.76 9.47
H 15.22 -11.30 11.15
H 16.44 -12.48 10.68
*
```

---

(4)
ORCA calculation (ωB97M-V/def2-TZVPD) on a molecular structure, C27H58FINNbO14P3S at a distorted geometry.

The electronic energy is -110167.968 eV. The calculation puts the maximum force at 6.77 eV Å⁻¹. The value obtained for the HOMO energy is -4.9 eV. The gap between HOMO and LUMO is 6.2 eV.

Structure (ORCA input):
```
! wB97M-V def2-TZVPD RIJCOSX def2/J DEFGRID3
* xyz -1 1
C -3.29 -5.12 -0.89
O -2.41 -4.69 0.12
C -1.02 -4.77 -0.28
Nb -0.07 -6.65 0.53
S 1.01 -8.70 1.50
I -1.24 -8.22 -1.53
C -1.94 -7.08 1.80
C -1.93 -8.41 2.45
O -2.32 -9.40 1.94
F -1.46 -8.47 3.73
C 1.73 -6.36 -0.88
C 3.02 -6.85 -0.63
C 4.09 -6.69 -1.50
C 3.81 -5.99 -2.67
C 2.51 -5.54 -2.85
N 1.49 -5.67 -2.02
H -3.55 -6.18 -0.79
H -4.23 -4.58 -0.72
H -2.95 -4.88 -1.90
H -0.54 -3.89 0.15
H -0.91 -4.67 -1.37
H 0.68 -5.63 1.81
H 1.64 -9.17 0.42
H -2.00 -6.33 2.60
H -2.83 -7.09 1.17
H 3.19 -7.37 0.30
H 5.07 -7.09 -1.29
H 4.58 -5.81 -3.41
H 2.31 -5.01 -3.78
O -3.47 0.15 4.72
P -2.77 -0.30 3.50
O -2.29 -1.81 3.77
C -3.27 -2.85 3.87
C -3.77 -3.30 2.51
O -1.33 0.48 3.64
C -1.20 1.64 4.46
C -0.57 1.29 5.79
O -2.59 -0.38 1.88
C -3.16 0.67 1.06
C -2.30 1.92 1.09
H -4.11 -2.51 4.50
H -2.80 -3.69 4.39
H -4.33 -2.50 2.02
H -4.41 -4.17 2.60
H -2.93 -3.55 1.86
H -2.16 2.13 4.59
H -0.55 2.34 3.92
H -1.13 0.50 6.29
H -0.53 2.16 6.44
H 0.44 0.92 5.65
H -4.18 0.89 1.39
H -3.22 0.27 0.05
H -2.39 2.44 2.04
H -2.61 2.61 0.30
H -1.25 1.68 0.95
O 2.30 -0.36 -6.63
P 3.67 -0.10 -6.14
O 4.41 -1.54 -6.05
C 4.71 -2.24 -7.26
C 5.96 -1.70 -7.93
O 3.42 0.16 -4.54
C 2.13 0.56 -4.05
C 1.40 -0.62 -3.46
O 5.06 0.77 -6.09
C 5.00 2.18 -6.40
C 4.47 3.01 -5.25
H 3.85 -2.19 -7.94
H 4.86 -3.28 -6.99
H 5.80 -0.69 -8.30
H 6.24 -2.33 -8.77
H 6.79 -1.66 -7.22
H 1.54 1.04 -4.84
H 2.31 1.31 -3.28
H 1.32 -1.44 -4.17
H 0.39 -0.34 -3.15
H 1.94 -1.01 -2.59
H 4.41 2.33 -7.30
H 6.03 2.48 -6.63
H 3.39 2.87 -5.13
H 4.65 4.07 -5.42
H 4.94 2.71 -4.31
O -1.45 5.29 2.54
P -1.74 6.74 2.62
O -1.74 7.29 1.10
C -2.79 6.89 0.22
C -4.06 7.69 0.45
O -0.29 7.34 3.09
C 0.68 6.51 3.74
C 1.74 6.06 2.76
O -2.52 8.03 3.25
C -3.02 7.94 4.61
C -1.92 8.12 5.64
H -2.98 5.82 0.32
H -2.43 7.07 -0.80
H -4.50 7.45 1.43
H -4.80 7.46 -0.31
H -3.86 8.76 0.44
H 0.20 5.65 4.22
H 1.13 7.11 4.53
H 1.30 5.56 1.90
H 2.44 5.37 3.24
H 2.30 6.92 2.39
H -3.54 6.99 4.75
H -3.76 8.73 4.71
H -1.29 7.24 5.69
H -2.36 8.28 6.63
H -1.29 8.97 5.38
*
```